Run i
C4H10N3S | ωB97M-V with the def2-TZVPD basis set

Each line ends with the natural charge from an NBO analysis.
CARTESIAN COORDINATES (ANGSTROEM)
C -0.025 -1.358 1.336  0.207
C 0.438 -1.257 -0.083  -0.558
C 0.235 0.144 -0.671  0.538
C 0.946 1.294 -0.084  -0.717
N 0.495 -1.892 2.278  -0.550
N -1.722 0.530 0.387  -1.068
N -0.153 0.396 -1.953  -0.719
S -1.631 -0.346 1.693  0.795
H 1.500 -1.319 -0.151  0.299
H -0.272 -1.998 -0.621  0.273
H 1.068 1.347 0.961  0.250
H 0.452 2.189 -0.161  0.246
H 1.848 1.399 -0.488  0.253
H 0.149 -1.930 3.226  0.400
H -1.633 1.519 0.454  0.388
H -2.544 -1.501 1.332  0.127
H -0.840 -0.201 -2.330  0.412
H -0.056 1.286 -2.391  0.421

HOMO-LUMO gap: 9.196 eV
LUMO level: -3.8 eV
total charge: +1

Run ii
C4H10N3S | ωB97M-V with the def2-TZVPD basis set

Each line ends with the natural charge from an NBO analysis.
CARTESIAN COORDINATES (ANGSTROEM)
C -0.290 0.612 0.857  -0.277
C 0.922 0.072 0.627  0.087
C -2.176 -0.276 -0.557  0.040
C 2.711 -1.080 -0.385  -0.407
N -1.480 0.697 -0.046  -0.136
N -1.818 1.963 -0.516  -0.592
N 1.453 -0.455 -0.444  -0.563
S -2.308 -1.898 0.260  0.141
H -0.618 0.962 1.823  0.242
H 1.562 0.256 1.436  0.231
H -3.020 0.031 -1.168  0.245
H 3.501 -0.337 -0.023  0.201
H 2.699 -1.861 0.326  0.209
H 2.996 -1.467 -1.315  0.233
H -2.834 2.187 -0.253  0.392
H -1.180 2.545 -0.128  0.384
H 0.973 -0.195 -1.345  0.412
H -1.092 -1.756 0.850  0.161

HOMO-LUMO gap: 8.142 eV
LUMO level: -4.5 eV
total charge: +1

Preferred: run ii; penalty for the next structure: 0.0257 hartree.

Run i
C4H8 | ωB97M-V with the def2-TZVPD basis set

Each line ends with the natural charge from an NBO analysis.
CARTESIAN COORDINATES (ANGSTROEM)
C 0.668 1.771 -0.319  -0.651
C 0.590 0.280 -0.192  -0.190
C -0.473 -0.339 0.292  -0.176
C -0.714 -1.822 0.324  -0.650
H 0.817 2.380 0.574  0.217
H 1.405 2.069 -1.064  0.213
H -0.271 2.168 -0.724  0.212
H 1.495 -0.238 -0.436  0.188
H -1.227 0.331 0.667  0.185
H -0.101 -2.333 1.067  0.219
H -1.769 -2.041 0.458  0.216
H -0.419 -2.226 -0.647  0.218

SMILES: C/C=C/C
HOMO-LUMO gap: 10.429 eV
LUMO level: 1.3 eV

Run ii
C4H8 | ωB97M-V with the def2-TZVPD basis set

Each line ends with the natural charge from an NBO analysis.
CARTESIAN COORDINATES (ANGSTROEM)
C 1.406 -0.356 -0.037  -0.672
C -0.015 0.196 0.042  0.017
C -1.188 -0.811 0.005  -0.656
C -0.289 1.494 0.056  -0.435
H 2.103 0.051 0.830  0.227
H 1.566 -1.478 0.252  0.218
H 1.816 -0.173 -1.069  0.233
H -1.035 -1.868 -0.386  0.226
H -1.591 -0.909 1.101  0.227
H -1.983 -0.095 -0.664  0.215
H 0.539 2.144 0.059  0.200
H -1.329 1.805 -0.189  0.200

SMILES: C=C(C)C
HOMO-LUMO gap: 10.309 eV
LUMO level: 1.1 eV

Run iii
C4H8 | ωB97M-V with the def2-TZVPD basis set

Each line ends with the natural charge from an NBO analysis.
CARTESIAN COORDINATES (ANGSTROEM)
C 0.226 -1.387 -0.102  -0.661
C 0.079 0.118 -0.112  -0.072
C -0.247 0.824 -1.261  -0.535
C 0.243 0.798 1.158  -0.364
H 0.938 -1.781 -0.912  0.236
H 0.544 -1.722 0.917  0.211
H -0.788 -1.898 -0.242  0.230
H 0.102 0.287 -2.150  0.209
H -0.594 1.922 -1.182  0.203
H 0.360 1.875 1.086  0.208
H -1.634 0.636 0.729  0.110
H 0.771 0.327 2.071  0.226

HOMO-LUMO gap: 6.857 eV
LUMO level: -0.6 eV

Preferred: run i; penalty for the next structure: 0.0381 hartree.

Run i
C4H8 | ωB97M-V with the def2-TZVPD basis set

Each line ends with the natural charge from an NBO analysis.
CARTESIAN COORDINATES (ANGSTROEM)
C 1.753 -2.048 1.678  -0.408
C 1.072 -2.896 0.863  -0.395
H 2.350 -2.642 2.486  0.211
H 1.951 -0.943 1.334  0.206
H 0.675 -3.681 1.364  0.190
H 0.794 -2.582 -0.179  0.196
C -1.569 2.948 -0.875  -0.383
C -1.216 1.871 -1.600  -0.398
H -1.588 3.149 0.150  0.189
H -1.995 3.872 -1.301  0.185
H -0.988 0.904 -1.174  0.204
H -1.237 2.047 -2.745  0.203

SMILES: C=C.C=C
HOMO-LUMO gap: 10.765 eV
LUMO level: 1.0 eV

Run ii
C4H8 | ωB97M-V with the def2-TZVPD basis set

Each line ends with the natural charge from an NBO analysis.
CARTESIAN COORDINATES (ANGSTROEM)
C -0.819 -0.588 1.030  -0.643
C 0.103 -0.062 -0.023  0.027
C 1.143 -0.754 -0.470  -0.417
C -0.238 1.302 -0.531  -0.643
H -1.023 0.151 1.798  0.212
H -0.419 -1.463 1.557  0.215
H -1.774 -0.880 0.585  0.217
H 1.767 -0.352 -1.259  0.194
H 1.373 -1.721 -0.057  0.194
H 0.299 1.590 -1.438  0.216
H -0.002 2.050 0.235  0.216
H -1.313 1.395 -0.717  0.212

SMILES: C=C(C)C
HOMO-LUMO gap: 10.415 eV
LUMO level: 1.1 eV

Preferred: run ii; penalty for the next structure: 0.0995 hartree.